No. 1
{
  "formula": "C26H75N9O6",
  "method": "the ωB97M-V functional and the def2-TZVPD basis",
  "e_lumo_ev": -6.332,
  "gap_ev": 2.05,
  "total_charge": 2,
  "max_force_ev_per_a": 5.33,
  "elements": ["N", "H", "H", "H", "H", "N", "H", "H", "H", "H", "N", "H", "H", "H", "H", "N", "H", "H", "H", "H", "N", "H", "H", "H", "H", "N", "H", "H", "H", "H", "C", "C", "C", "O", "C", "C", "C", "O", "O", "O", "H", "H", "O", "C", "C", "O", "H", "H", "H", "H", "C", "C", "N", "C", "C", "C", "C", "H", "H", "H", "H", "H", "H", "H", "H", "H", "H", "H", "H", "H", "H", "H", "C", "C", "N", "C", "C", "C", "C", "H", "H", "H", "H", "H", "H", "H", "H", "H", "H", "H", "H", "H", "H", "H", "C", "C", "N", "C", "C", "C", "C", "H", "H", "H", "H", "H", "H", "H", "H", "H", "H", "H", "H", "H", "H", "H"],
  "coordinates": [[-5.9471, -17.5413, -4.8638], [-6.5670, -16.9999, -4.2783], [-6.0880, -18.5369, -4.7691], [-4.9488, -17.4008, -4.9254], [-6.3110, -17.3127, -5.7778], [-10.5411, -22.6256, -7.2232], [-9.7348, -23.1987, -7.0191], [-10.3672, -22.0957, -8.0653], [-10.6765, -22.0082, -6.4355], [-11.3890, -23.1733, -7.2575], [-1.5963, -18.5930, -8.1914], [-2.1435, -18.4594, -7.3530], [-0.9069, -19.3173, -8.0495], [-1.1265, -17.7028, -8.2752], [-2.1930, -18.7691, -8.9870], [0.4628, -19.5235, -3.1869], [-0.0207, -20.3869, -3.3893], [-0.1938, -18.7883, -3.4070], [1.0864, -19.3491, -3.9620], [0.8330, -19.4582, -2.2495], [1.2678, -26.1360, -6.7031], [1.6896, -25.2198, -6.7560], [1.1236, -26.5478, -7.6139], [0.3649, -26.0264, -6.2639], [1.8673, -26.7264, -6.1445], [-6.7750, -20.5210, -9.6278], [-6.7693, -19.6187, -9.1741], [-7.7413, -20.4478, -9.9122], [-6.6422, -21.1418, -8.8422], [-6.2263, -20.5333, -10.4757], [-4.8063, -25.5010, -5.6608], [-3.5479, -25.2184, -5.1985], [-3.0937, -23.7777, -5.0269], [-1.8730, -23.4604, -4.7235], [-3.9810, -22.7003, -5.2029], [-5.4132, -22.8988, -5.5727], [-5.7917, -24.3944, -6.0236], [-6.9505, -24.6053, -6.4428], [-6.2463, -21.9942, -5.7287], [-2.7678, -26.3139, -5.1224], [-5.1204, -26.5030, -5.9136], [-3.6325, -21.6878, -5.0624], [-1.9283, -16.4018, -4.9265], [-1.8346, -14.9717, -4.9604], [-1.0442, -14.2058, -6.1206], [-1.2370, -14.3306, -7.5125], [-1.5570, -14.4039, -4.0723], [-2.8286, -14.5439, -5.0913], [-0.0008, -14.1605, -5.8085], [-1.2932, -13.1462, -6.0622], [-12.6813, -26.6090, -5.8892], [-13.9819, -26.0286, -5.6553], [-14.1508, -24.7522, -6.4169], [-14.5543, -25.1437, -7.7665], [-14.4212, -23.8925, -8.6790], [-15.1985, -23.9467, -5.8293], [-14.8541, -23.4525, -4.4766], [-11.9098, -26.0824, -5.3275], [-12.2156, -26.6087, -6.8748], [-12.6033, -27.6451, -5.5597], [-14.8263, -26.6850, -5.8653], [-14.3172, -25.9973, -4.6186], [-13.8717, -25.8515, -8.2367], [-15.5622, -25.5549, -7.7103], [-15.0478, -24.0855, -9.5498], [-14.6943, -22.8984, -8.3249], [-13.3767, -23.8109, -8.9799], [-16.0405, -24.6134, -5.6432], [-15.4779, -23.0972, -6.4524], [-15.4531, -22.6012, -4.1532], [-13.8132, -23.1305, -4.4463], [-14.8797, -24.2333, -3.7165], [-1.9225, -25.0449, -10.1953], [-0.7201, -25.7383, -10.9038], [-0.4334, -27.0766, -10.2855], [0.5899, -27.8544, -11.0931], [1.9713, -27.1692, -11.1120], [-1.7029, -27.9094, -10.0970], [-2.5520, -28.1491, -11.3775], [-1.9145, -25.0563, -9.1054], [-2.9045, -25.4770, -10.3881], [-2.0279, -23.9887, -10.4432], [-0.7896, -25.7097, -11.9912], [0.1026, -25.0798, -10.6248], [0.8083, -28.8565, -10.7242], [0.2666, -27.9961, -12.1244], [2.5189, -27.2100, -10.1704], [2.4770, -27.6323, -11.9592], [1.8805, -26.1027, -11.3178], [-2.3149, -27.6031, -9.2486], [-1.4590, -28.8387, -9.5822], [-1.9675, -28.1104, -12.2968], [-3.3002, -27.3577, -11.4215], [-3.0152, -29.1348, -11.4206], [-3.3810, -26.1323, 0.4536], [-2.8147, -24.7215, 0.7224], [-3.6323, -23.8012, 1.4239], [-4.5512, -23.0549, 0.5565], [-6.0202, -23.7099, 0.4718], [-4.1176, -24.0714, 2.8131], [-2.8386, -24.3212, 3.6331], [-4.1658, -26.0978, -0.3021], [-3.5127, -26.6361, 1.4111], [-2.6903, -26.8210, -0.0330], [-1.8972, -24.9207, 1.2760], [-2.4427, -24.2726, -0.1985], [-4.7128, -22.1656, 1.1658], [-4.0331, -22.8111, -0.3710], [-5.9891, -24.5910, -0.1692], [-6.3273, -24.0025, 1.4759], [-6.7075, -22.9732, 0.0558], [-4.7974, -24.9178, 2.9112], [-4.6895, -23.2449, 3.2350], [-2.2438, -25.1868, 3.3417], [-3.0255, -24.1589, 4.6947], [-2.1821, -23.4689, 3.4577]]
}

***

No. 2
{
  "formula": "C4H12OS2",
  "method": "the ωB97M-V functional and the def2-TZVPD basis",
  "e_lumo_ev": 0.601,
  "gap_ev": 9.10,
  "smiles": "CCCSSC.O",
  "de_lowest_ev": 0.564,
  "max_force_ev_per_a": 1.59,
  "elements": ["S", "S", "C", "C", "C", "C", "H", "H", "H", "H", "H", "H", "H", "H", "H", "H", "O", "H", "H"],
  "coordinates": [[-0.4709, 2.9829, 0.4529], [-1.4613, 1.3033, -0.1575], [-0.4200, 2.9069, 2.2651], [-1.5582, -2.1123, -0.3509], [-0.2090, 0.0191, 0.1517], [-0.3804, -1.1962, -0.7139], [-0.4792, 1.8984, 2.7078], [-1.3562, 3.4452, 2.4898], [0.4184, 3.4485, 2.7345], [-1.5483, -2.9273, -1.0941], [-2.5653, -1.6628, -0.3351], [-1.3486, -2.5407, 0.6437], [-0.0926, -0.2448, 1.2204], [0.7540, 0.4382, -0.1983], [0.6010, -1.7031, -0.7873], [-0.5802, -0.7072, -1.6868], [3.5561, -1.5166, -2.4677], [3.8649, -0.9595, -1.7177], [3.2760, -0.8721, -3.1565]]
}